No. 1
A cluster of 6 separate species, C47H44O25S in total. Source: the Open Molecules 2025 dataset; level of theory: ωB97M-V/def2-TZVPD.

The molar mass comes out at 1040.9 g mol⁻¹. Its gap between HOMO and LUMO is 7.89 eV. Its SMILES is Cc1cccc(C[C@@]2(CCCCOC=O)CCOS(=O)(=O)C2)c1.O=C1C=C(O)C(=O)C=C1O.O=C1C=C(O)C(=O)C=C1O.O=C1C=C(O)C(=O)C=C1O.O=C1C=C(O)C(=O)C=C1O.O=C1C=C(O)C(=O)C=C1O. The value obtained for the HOMO energy is -0.34843 Ha. The LUMO energy is -1.6 eV.

XYZ file:
```
117
Properties=species:S:1:pos:R:3:mulliken_charge:R:1
C 9.189 -2.701 2.296 -1.55
C 8.107 -3.062 1.315 0.68
C 7.733 -2.233 0.292 -0.74
C 6.775 -2.656 -0.574 -0.85
C 6.162 -3.860 -0.449 -0.23
C 6.511 -4.694 0.581 0.52
C 5.867 -6.026 0.842 -1.88
C 4.491 -5.937 1.585 2.32
C 4.341 -4.691 2.485 -2.11
C 3.679 -3.445 1.843 -0.71
C 2.450 -2.985 2.672 -0.98
C 1.321 -2.345 1.850 -0.83
O 0.046 -2.898 2.305 -0.35
C -0.758 -3.297 1.272 -0.01
O -1.579 -2.540 0.786 -0.49
C 3.368 -6.151 0.556 -1.62
C 1.952 -6.044 1.116 -0.18
O 1.840 -6.377 2.503 -0.30
S 2.749 -7.613 2.946 1.42
O 2.628 -7.712 4.358 -0.71
O 2.393 -8.794 2.230 -0.68
C 4.446 -7.175 2.541 -1.37
C 7.482 -4.271 1.441 -0.30
H 8.957 -3.037 3.303 0.35
H 9.440 -1.646 2.256 0.38
H 10.081 -3.256 1.992 0.33
H 8.208 -1.268 0.189 0.42
H 6.489 -1.991 -1.379 0.39
H 5.402 -4.165 -1.155 0.44
H 6.535 -6.589 1.493 0.63
H 5.707 -6.613 -0.063 0.38
H 3.774 -4.992 3.365 1.05
H 5.312 -4.389 2.874 0.55
H 3.461 -3.548 0.781 0.46
H 4.402 -2.635 1.922 0.45
H 2.006 -3.789 3.254 0.41
H 2.825 -2.268 3.401 0.60
H 1.253 -1.288 2.097 0.46
H 1.419 -2.501 0.776 0.39
H -0.663 -4.336 0.925 0.43
H 3.539 -5.495 -0.297 0.46
H 3.485 -7.166 0.167 0.52
H 1.599 -5.032 0.943 -0.12
H 1.302 -6.678 0.512 0.48
H 4.869 -6.846 3.488 0.44
H 4.996 -8.025 2.153 0.56
H 7.771 -4.920 2.261 0.35
O -2.121 1.224 -0.132 -0.50
C -2.284 1.356 1.068 0.85
C -2.118 0.276 2.026 -0.92
C -2.328 0.508 3.330 0.20
O -2.189 -0.439 4.256 -0.56
C -2.740 1.859 3.841 0.72
O -2.929 1.994 5.037 -0.67
C -2.885 2.942 2.880 -0.75
C -2.670 2.712 1.581 -0.13
O -2.782 3.669 0.661 -0.47
H -1.824 -0.698 1.646 0.87
H -2.401 -0.013 5.107 0.35
H -3.165 3.915 3.257 0.66
H -2.577 3.244 -0.195 0.23
O 0.069 -2.146 -4.821 -0.67
C -0.443 -1.043 -4.768 1.02
C -0.454 -0.119 -5.894 -0.88
C -1.020 1.085 -5.767 0.17
O -1.063 1.969 -6.764 -0.60
C -1.652 1.527 -4.481 1.05
O -2.134 2.645 -4.431 -0.68
C -1.661 0.600 -3.364 -0.91
C -1.098 -0.610 -3.490 0.20
O -1.087 -1.492 -2.495 -0.48
H 0.005 -0.448 -6.815 0.47
H -1.523 2.751 -6.406 0.36
H -2.133 0.925 -2.448 0.63
H -0.624 -2.276 -2.842 0.34
O -2.188 5.462 4.689 -0.65
C -1.115 5.962 4.410 1.14
C -0.961 7.094 3.512 -1.16
C 0.261 7.574 3.246 0.43
O 0.465 8.607 2.435 -0.58
C 1.497 6.969 3.851 0.98
O 2.575 7.444 3.551 -0.62
C 1.338 5.850 4.766 -0.89
C 0.116 5.373 5.035 0.33
O -0.092 4.352 5.861 -0.60
H -1.857 7.519 3.080 0.49
H 1.431 8.746 2.415 0.36
H 2.232 5.433 5.208 0.43
H -1.058 4.204 5.876 0.34
O -6.389 9.884 -0.616 -0.62
C -6.059 8.744 -0.350 1.04
C -4.683 8.275 -0.395 -0.87
C -4.400 6.998 -0.102 0.45
O -3.162 6.515 -0.116 -0.56
C -5.474 6.017 0.272 0.86
O -5.142 4.871 0.501 -0.49
C -6.849 6.493 0.342 -1.06
C -7.129 7.770 0.053 0.32
O -8.365 8.262 0.100 -0.57
H -3.919 8.989 -0.667 0.46
H -3.232 5.572 0.144 0.43
H -7.611 5.783 0.630 0.45
H -8.288 9.201 -0.154 0.36
O -7.358 -0.064 -8.777 -0.62
C -6.493 -0.363 -7.977 0.95
C -6.755 -0.624 -6.570 -0.92
C -5.745 -0.933 -5.747 0.31
O -5.925 -1.182 -4.454 -0.59
C -4.328 -1.018 -6.235 1.03
O -3.456 -1.285 -5.429 -0.53
C -4.067 -0.780 -7.645 -1.07
C -5.078 -0.474 -8.469 0.45
O -4.901 -0.247 -9.765 -0.58
H -7.779 -0.558 -6.230 0.43
H -5.040 -1.374 -4.089 0.34
H -3.045 -0.859 -7.986 0.48
H -5.787 -0.047 -10.126 0.36
```


No. 2
A structure of composition C47H45AlN3OP2S2. Source: the Open Molecules 2025 dataset; level of theory: ωB97M-V/def2-TZVPD.

The molar mass comes out at 821.0 g mol⁻¹. Its gap between HOMO and LUMO is 7.89 eV. The value obtained for the HOMO energy is -0.57807 Ha. As for the total charge: +3. The LUMO energy is -7.8 eV.

XYZ file:
```
101
Properties=species:S:1:pos:R:3:mulliken_charge:R:1
Al 0.743 -0.061 -0.438 -0.09
O 1.925 1.140 2.806 -0.82
S 0.827 0.353 2.224 1.32
C -0.784 0.958 2.558 0.47
C -1.351 0.736 3.795 -0.47
C -2.615 1.287 4.068 -1.06
C -3.268 2.010 3.110 -0.89
C -2.652 2.350 1.888 -0.97
C -1.386 1.835 1.589 -0.12
P -0.545 2.001 -0.038 2.65
C -1.937 2.637 -1.037 1.18
C -2.035 4.004 -1.284 -0.86
C -3.165 4.566 -1.844 -0.80
C -4.237 3.712 -2.035 -0.77
C -4.166 2.328 -1.771 -0.68
C -3.066 1.811 -1.209 -0.64
C 0.666 3.302 0.224 1.31
C 0.618 4.113 1.386 -1.09
C 1.384 5.225 1.441 -0.86
C 2.296 5.529 0.428 -0.73
C 2.422 4.723 -0.680 -0.86
C 1.532 3.669 -0.802 -0.12
C 0.879 -1.227 2.966 0.24
C 1.517 -1.353 4.177 -0.57
C 1.450 -2.573 4.753 -0.77
C 0.835 -3.678 4.096 -0.77
C 0.390 -3.540 2.790 -0.27
C 0.346 -2.280 2.237 -0.79
P -0.268 -2.191 0.437 1.99
C 0.423 -3.677 -0.397 1.02
C -0.405 -4.750 -0.767 -0.53
C 0.159 -5.894 -1.281 -0.74
C 1.551 -6.038 -1.429 -0.70
C 2.368 -4.984 -1.068 -0.78
C 1.796 -3.802 -0.587 -0.10
C -2.085 -2.314 0.409 0.85
C -2.781 -2.473 -0.787 -0.66
C -4.115 -2.786 -0.800 -1.14
C -4.832 -2.928 0.368 -0.71
C -4.174 -2.797 1.584 -0.78
C -2.815 -2.531 1.614 -0.84
H -0.881 0.088 4.573 0.42
H -3.088 1.122 4.994 0.55
H -4.201 2.486 3.286 0.53
H -3.178 3.025 1.259 0.66
H -1.222 4.635 -1.009 0.54
H -3.267 5.666 -1.930 0.44
H -5.134 4.130 -2.423 0.47
H -5.057 1.703 -1.893 0.52
H -3.048 0.796 -0.870 0.35
H -0.123 3.972 2.154 0.51
H 1.317 5.932 2.272 0.49
H 2.895 6.459 0.535 0.42
H 3.073 4.953 -1.518 0.55
H 1.585 3.114 -1.820 0.04
H 2.085 -0.533 4.629 0.60
H 1.910 -2.758 5.737 0.47
H 0.813 -4.709 4.511 0.44
H -0.071 -4.396 2.300 0.54
H -1.482 -4.695 -0.628 0.47
H -0.444 -6.729 -1.561 0.51
H 1.992 -6.953 -1.768 0.46
H 3.465 -5.134 -1.013 0.41
H 2.485 -2.965 -0.355 0.08
H -2.234 -2.494 -1.675 0.86
H -4.536 -3.029 -1.754 0.57
H -5.894 -3.243 0.301 0.41
H -4.686 -3.032 2.511 0.49
H -2.259 -2.540 2.561 0.35
S 3.007 -0.523 -0.653 -0.33
C 3.877 0.318 0.611 -0.06
N 4.289 -0.460 1.641 0.19
C 4.958 0.051 2.725 -0.33
C 5.153 1.443 2.825 -0.70
C 4.775 2.171 1.724 -0.48
C 4.170 1.633 0.585 -0.11
H 4.092 -1.438 1.523 0.22
H 5.362 -0.634 3.471 0.46
H 5.718 1.834 3.689 0.48
H 5.018 3.224 1.772 0.48
H 3.843 2.203 -0.273 0.70
C 0.674 1.321 -3.021 0.56
C 0.375 1.343 -4.460 -1.62
N -0.234 0.043 -4.871 -0.20
C 0.787 -1.024 -4.725 -0.97
C 1.346 -1.052 -3.267 -0.55
N 0.517 -0.088 -2.429 0.65
C -0.827 -0.641 -2.630 0.42
C -1.356 -0.216 -4.059 -1.15
H 0.055 1.926 -2.423 -0.53
H 1.697 1.540 -2.806 0.67
H 1.250 1.483 -5.035 0.31
H -0.317 2.126 -4.774 0.48
H 1.590 -0.917 -5.428 0.33
H 0.345 -2.012 -4.883 0.35
H 2.442 -0.785 -3.182 0.74
H 1.353 -2.008 -2.784 0.47
H -1.592 -0.224 -1.916 -0.92
H -0.760 -1.719 -2.533 0.51
H -1.909 0.783 -3.976 0.27
H -1.958 -0.979 -4.539 0.48
```


- Which value of gap between HOMO and LUMO does entry 1 give?
  7.89 eV